The following is a quantum chemistry calculation of a structure of composition C33H28Br2N8O3RhS in a non-equilibrium geometry, from OMol25.

CARTESIAN COORDINATES (ANGSTROEM)
Rh -0.47 0.32 0.68
C -0.43 -3.18 0.95
C -1.11 -2.44 2.06
C -1.63 -3.19 3.15
C -2.30 -2.57 4.16
C -2.51 -1.18 4.12
C -3.18 -0.40 5.10
Br -3.89 -1.23 6.64
C -3.31 0.95 4.94
C -2.81 1.59 3.79
Br -3.02 3.45 3.59
C -2.17 0.87 2.81
O -1.71 1.39 1.68
C -1.99 -0.50 3.01
N -1.27 -1.13 2.01
H 0.15 -4.00 1.36
H 0.23 -2.54 0.38
H -1.19 -3.60 0.29
H -1.49 -4.26 3.15
H -2.68 -3.14 5.00
H -3.83 1.54 5.69
O 1.77 -1.33 0.55
S 2.36 -0.50 -0.49
O 3.62 0.13 -0.22
N 1.17 0.51 -0.76
C 1.16 1.45 -1.78
C 2.07 1.62 -2.80
C 1.85 2.60 -3.79
C 0.75 3.41 -3.78
C -0.19 3.28 -2.72
C -1.36 4.06 -2.60
C -2.20 3.88 -1.55
C -1.88 2.91 -0.57
N -0.82 2.15 -0.66
C 0.03 2.32 -1.72
C 2.61 -1.56 -1.87
C 3.83 -1.48 -2.54
C 4.08 -2.34 -3.60
C 3.12 -3.27 -3.98
C 1.91 -3.34 -3.31
C 1.65 -2.49 -2.25
H 2.96 1.00 -2.85
H 2.58 2.71 -4.58
H 0.58 4.15 -4.55
H -1.57 4.81 -3.36
H -3.09 4.47 -1.43
H -2.50 2.75 0.30
H 4.57 -0.76 -2.21
H 5.03 -2.29 -4.12
H 3.33 -3.95 -4.80
H 1.17 -4.08 -3.60
H 0.71 -2.56 -1.71
N -1.60 -1.68 -4.15
C -2.06 -1.47 -2.90
C -1.36 -0.62 -2.02
N -1.76 -0.45 -0.76
C -2.89 -1.09 -0.38
C -3.57 -1.89 -1.27
N -3.16 -2.11 -2.52
H -0.78 -1.22 -4.50
H -2.13 -2.28 -4.76
H -0.49 -0.09 -2.35
H -3.25 -0.92 0.62
H -4.49 -2.38 -0.96
C 3.49 3.05 3.03
N 2.52 1.97 2.84
C 2.45 0.80 3.56
C 1.39 0.11 3.07
N 0.79 0.88 2.08
C 1.52 1.98 1.96
H 4.34 2.65 3.59
H 3.04 3.87 3.59
H 3.84 3.40 2.06
H 3.16 0.56 4.32
H 1.01 -0.85 3.35
H 1.32 2.78 1.27

Its LUMO energy is -3.02 eV. For the HOMO energy, the calculation gives -10.4 eV. The total charge is +1. Its frontier orbital gap is 0.270 hartree. For the largest force on an atom, the calculation gives 3.11 eV/A. Its total energy is -206663.603 eV.